Entry 1:
ORCA calculation (ωB97M-V/def2-TZVPD) on a structure of composition C43H43F2N9O2PV at a distorted geometry.

For the total energy, the calculation gives -3792.332924 Ha. The multiplicity is 3. As for the total charge: +2. Its relative energy (zero: lowest compared OMol25 entry of this formula, charge and spin) is 0.790 eV. Its LUMO energy (alpha / beta) is -6.04 / -6.01 eV. As for the expectation value of S²: 2.02. As for the HOMO energy (alpha / beta): -0.4740 / -0.4743 Eh.

Each line ends with the Mulliken charge.
Geometry (Å):
V  -0.075  -0.501  -0.149  -0.020
C  -0.733  -1.744  4.015  -0.554
O  -1.031  -0.333  3.788  -0.436
C  -0.634  -0.069  2.565  -0.286
N  -0.172  -1.026  1.843  1.056
C  -0.422  -2.281  2.607  0.076
C  0.665  -3.326  2.621  -0.642
C  1.954  -3.093  2.175  1.247
C  2.932  -4.074  2.289  -1.117
C  2.620  -5.304  2.845  -0.737
C  1.324  -5.551  3.282  -0.798
C  0.353  -4.569  3.170  -0.769
C  -0.819  1.305  2.068  -0.109
C  -1.320  2.271  2.917  -0.625
C  -1.516  3.545  2.414  -1.245
C  -1.162  3.786  1.102  -0.458
C  -0.651  2.755  0.313  -0.214
N  -0.504  1.502  0.769  1.305
C  -0.216  3.082  -1.071  -0.360
N  0.248  2.273  -1.916  0.373
C  0.553  3.056  -3.126  0.101
C  0.335  4.519  -2.686  -0.877
O  -0.292  4.393  -1.381  -0.414
C  1.916  2.741  -3.701  0.090
C  2.549  3.656  -4.536  -0.781
C  3.775  3.356  -5.114  -0.847
C  4.384  2.135  -4.865  -0.721
C  3.760  1.216  -4.032  -1.300
C  2.534  1.518  -3.454  0.965
H  -1.608  -2.191  4.476  0.368
H  0.121  -1.804  4.687  0.380
H  -1.323  -2.726  2.175  0.232
H  2.192  -2.143  1.722  0.159
H  3.940  -3.878  1.941  0.480
H  3.380  -6.067  2.941  0.452
H  1.071  -6.510  3.716  0.463
H  -0.656  -4.772  3.513  0.502
H  -1.552  2.011  3.940  0.688
H  -1.925  4.333  3.031  0.512
H  -1.266  4.767  0.667  0.667
H  -0.202  2.784  -3.873  0.554
H  -0.340  5.078  -3.327  0.336
H  1.267  5.068  -2.557  0.433
H  2.086  4.613  -4.752  0.516
H  4.255  4.079  -5.759  0.430
H  5.341  1.903  -5.312  0.452
H  4.234  0.262  -3.832  0.496
H  2.056  0.812  -2.784  0.229
F  -5.481  -0.145  0.282  -0.337
C  -4.407  -0.916  0.098  0.191
C  -3.155  -0.325  0.052  -0.870
C  -2.030  -1.117  -0.145  1.216
C  -2.183  -2.510  -0.294  -0.723
C  -3.466  -3.048  -0.236  0.944
F  -3.649  -4.373  -0.377  -0.332
C  -4.592  -2.277  -0.040  -1.078
C  -0.946  -3.280  -0.533  0.155
C  -0.847  -4.657  -0.716  -0.853
C  0.380  -5.218  -1.022  -0.908
C  1.495  -4.405  -1.166  -1.163
C  1.339  -3.058  -0.936  -0.576
N  0.165  -2.506  -0.598  1.441
H  -3.099  0.753  0.154  0.541
H  -5.576  -2.724  -0.004  0.573
H  -1.724  -5.276  -0.633  0.727
H  0.462  -6.288  -1.164  0.527
H  2.463  -4.806  -1.428  0.581
H  2.178  -2.378  -1.015  0.326
C  -0.779  -2.379  -4.656  -0.834
N  -0.482  -0.961  -4.385  -0.022
C  -0.326  -0.055  -5.534  -0.718
C  -0.284  -0.584  -3.170  0.741
N  -0.130  -0.314  -2.048  0.129
H  -1.629  -2.430  -5.333  0.363
H  -1.032  -2.881  -3.725  0.183
H  0.084  -2.859  -5.115  0.336
H  0.453  -0.444  -6.189  0.342
H  -0.039  0.934  -5.189  0.049
H  -1.268  -0.001  -6.077  0.347
C  5.241  1.696  -0.207  -0.947
N  4.220  2.558  0.392  0.240
C  4.363  2.518  1.844  -1.004
N  4.272  1.166  2.390  0.263
C  5.289  0.332  1.746  -1.023
N  5.199  0.317  0.284  0.236
C  4.008  -0.385  -0.172  -1.137
P  2.445  0.421  0.442  2.361
C  2.882  2.181  -0.030  -0.966
C  2.938  0.610  2.243  -1.646
H  6.218  2.112  0.038  0.300
H  5.124  1.698  -1.292  0.414
H  3.597  3.146  2.302  0.370
H  5.342  2.923  2.101  0.336
H  5.208  -0.690  2.123  0.428
H  6.268  0.723  2.022  0.290
H  4.040  -1.419  0.184  0.450
H  3.984  -0.408  -1.264  0.288
H  2.156  2.845  0.446  0.543
H  2.786  2.295  -1.106  -0.213
H  2.882  -0.343  2.764  0.314
H  2.214  1.282  2.717  0.556

---

Entry 2:
ORCA calculation (ωB97M-V/def2-TZVPD) on a structure of composition C43H43N4O3PSTi at a distorted geometry.

For the total energy, the calculation gives -3698.173116 Ha. As for the total charge: 0. Its LUMO energy (alpha / beta) is 0.37 / 0.44 eV. As for the HOMO energy (alpha / beta): -0.1706 / -0.1746 Eh.

Each line ends with the Mulliken charge.
Geometry (Å):
Ti  0.542  0.062  -0.525  -1.154
C  4.848  -0.639  0.072  -1.152
C  5.318  0.652  -0.233  -0.736
C  4.437  1.572  -0.733  -0.995
C  3.099  1.199  -0.990  0.574
N  2.653  -0.064  -0.687  0.694
C  3.515  -0.917  -0.147  0.011
C  2.119  2.035  -1.597  0.743
C  2.241  3.427  -1.784  -1.198
C  1.274  4.111  -2.473  -0.818
C  0.200  3.385  -3.027  -0.832
C  0.106  2.039  -2.763  0.019
N  0.984  1.366  -2.004  0.745
H  5.513  -1.391  0.467  0.521
H  6.352  0.908  -0.056  0.434
H  4.754  2.580  -0.952  0.370
H  3.120  -1.892  0.119  0.274
H  3.090  3.944  -1.358  0.354
H  1.343  5.183  -2.602  0.406
H  -0.555  3.876  -3.619  0.438
H  -0.695  1.434  -3.180  0.587
C  -3.952  5.164  -1.597  -0.682
C  -3.451  5.349  -0.321  -0.679
C  -2.623  4.403  0.259  -0.868
C  -2.299  3.238  -0.426  1.593
C  -2.830  3.047  -1.702  -0.687
C  -3.635  4.005  -2.289  -0.757
P  -1.246  1.876  0.241  2.711
C  -1.141  2.391  1.987  0.775
C  -1.606  1.645  3.065  -1.416
C  -1.391  2.089  4.360  -0.807
C  -0.740  3.288  4.595  -0.786
C  -0.240  4.020  3.528  -0.765
C  -0.407  3.553  2.239  -0.683
C  -2.582  0.634  0.140  0.124
C  -3.793  0.803  0.777  -0.354
C  -4.854  -0.062  0.494  -1.271
C  -4.709  -1.054  -0.441  -0.992
C  -3.498  -1.227  -1.138  1.514
C  -3.370  -2.146  -2.201  -1.333
C  -2.223  -2.172  -2.949  -0.643
C  -1.124  -1.369  -2.601  0.465
C  -1.146  -0.522  -1.502  0.309
C  -2.393  -0.390  -0.824  -1.004
H  -4.590  5.910  -2.046  0.382
H  -3.711  6.237  0.236  0.445
H  -2.245  4.577  1.255  0.409
H  -2.621  2.126  -2.227  0.336
H  -4.024  3.848  -3.286  0.451
H  -2.124  0.712  2.891  0.460
H  -1.730  1.489  5.192  0.480
H  -0.607  3.640  5.609  0.417
H  0.286  4.947  3.707  0.436
H  0.040  4.081  1.406  0.541
H  -3.921  1.613  1.484  0.614
H  -5.807  0.078  0.985  0.404
H  -5.537  -1.709  -0.681  0.431
H  -4.196  -2.808  -2.423  0.410
H  -2.159  -2.839  -3.798  0.451
H  -0.216  -1.417  -3.209  0.576
C  2.167  1.120  3.819  -1.033
N  1.168  0.240  3.267  0.824
C  0.583  -0.746  4.016  -0.102
C  -0.284  -1.620  3.465  -1.606
C  -0.576  -1.557  2.040  0.481
O  -1.223  -2.405  1.432  -0.763
N  -0.031  -0.476  1.377  1.167
C  0.837  0.357  1.932  -0.650
O  1.358  1.250  1.234  -0.592
H  2.053  1.160  4.899  0.348
H  2.039  2.116  3.397  0.331
H  3.170  0.765  3.566  0.251
H  0.876  -0.775  5.058  0.501
H  -0.735  -2.409  4.045  0.519
C  0.556  -5.455  -3.521  -1.260
C  1.404  -4.191  -3.597  -0.335
C  1.861  -3.747  -2.217  -0.768
S  0.406  -3.272  -1.127  0.379
O  0.915  -2.006  -0.534  -0.623
C  0.591  -4.552  0.216  -1.222
C  1.597  -4.215  1.305  1.010
C  3.017  -4.703  1.038  -1.602
H  0.239  -5.758  -4.515  0.411
H  -0.326  -5.276  -2.911  0.299
H  1.127  -6.275  -3.088  0.333
H  0.832  -3.391  -4.072  0.204
H  2.288  -4.384  -4.213  0.461
H  2.460  -2.835  -2.277  0.207
H  2.431  -4.542  -1.745  0.551
H  0.794  -5.501  -0.274  0.753
H  -0.409  -4.575  0.646  0.461
H  1.249  -4.651  2.244  0.464
H  1.593  -3.129  1.434  -0.733
H  3.033  -5.783  0.902  0.399
H  3.654  -4.460  1.885  0.409
H  3.444  -4.234  0.156  0.232